# 1
An isolated molecule of C4H10N2 in a non-equilibrium geometry, computed with the ωB97M-V functional and the def2-TZVPD basis.

```
16
Properties=species:S:1:pos:R:3:forces:R:3
C 0.573 1.906 -0.026 0.05 0.11 -0.03
C -0.190 0.886 0.327 0.57 -1.00 -0.28
N -1.539 0.781 -0.123 -0.93 0.43 0.24
C 0.393 -0.323 1.055 0.08 0.95 -0.58
C 0.342 -1.575 0.187 -1.05 0.08 -0.84
N 0.521 -1.304 -1.249 0.89 -0.11 0.44
H 0.200 2.725 -0.615 -0.22 0.16 -0.07
H 1.618 1.925 0.244 0.07 0.02 0.11
H -2.191 0.656 0.645 0.12 0.16 0.13
H -1.733 -0.001 -0.736 0.48 -0.06 -0.11
H -0.228 -0.444 1.934 0.20 -0.37 0.49
H 1.432 -0.107 1.316 -0.18 0.04 0.25
H -0.658 -2.005 0.262 -0.03 -0.31 0.58
H 1.073 -2.300 0.529 0.09 -0.16 0.10
H -0.041 -1.933 -1.795 -0.06 0.17 -0.26
H 0.374 -0.333 -1.485 -0.07 -0.11 -0.18
```
Positions in Å, forces in eV/Å.


# 2
A cluster of 13 separate species, C6H35NO12 in total in a non-equilibrium geometry, computed with the ωB97M-V functional and the def2-TZVPD basis.

```
54
Properties=species:S:1:pos:R:3:forces:R:3
C 3.718 -2.175 0.003 -2.34 -1.89 -1.05
C 2.961 -1.225 0.879 -2.13 2.01 0.89
C 1.450 -0.841 0.335 3.94 -1.86 1.24
C 1.477 0.062 -0.783 -5.47 1.28 -1.08
C 0.250 0.473 -1.318 3.17 -1.03 0.24
N 0.289 1.065 -2.550 -2.59 3.81 -3.42
C -0.795 1.671 -3.098 3.06 -2.17 0.71
H 4.643 -2.514 0.461 -0.12 -0.33 0.15
H 2.892 -3.071 -0.142 2.61 1.71 -0.04
H 4.009 -1.736 -0.979 -0.48 -0.31 0.53
H 2.618 -1.706 1.834 1.29 0.43 -0.44
H 3.552 -0.267 0.997 -0.69 -1.05 0.40
H 1.168 -1.841 0.069 -0.67 -0.52 -0.75
H 0.781 -0.628 1.141 -0.21 0.74 0.47
H 2.307 0.533 -1.214 1.44 0.02 -0.52
H -0.717 0.192 -0.987 -0.64 -0.25 1.09
H -1.767 1.598 -2.598 0.21 0.47 -0.17
H -0.746 2.092 -4.164 0.18 -0.62 1.85
H -3.982 0.951 1.097 0.92 -1.13 -0.22
H -3.194 -0.387 0.545 2.99 -2.38 1.46
O -3.808 0.261 0.420 -3.71 3.63 -0.77
H 3.769 2.395 1.032 0.08 -0.28 0.26
H 2.970 1.528 2.075 0.14 -0.31 0.21
O 2.898 2.139 1.352 -0.18 0.98 -0.90
H -2.097 2.992 0.844 0.22 0.13 0.11
H -2.815 4.125 1.484 0.09 4.11 0.27
O -2.826 3.229 1.427 -0.19 -4.38 -0.35
H -3.846 0.963 -1.113 0.14 -0.08 1.10
H -4.490 0.283 -2.319 1.54 2.24 0.49
O -3.807 1.017 -2.070 -2.27 -1.89 -2.02
H 0.597 -5.154 0.835 -0.73 3.50 0.70
H -0.202 -3.807 0.593 -3.92 1.86 -3.00
O 0.447 -4.147 1.094 4.60 -5.20 2.31
H -3.770 -1.954 -1.601 0.44 -4.15 2.57
H -3.351 -3.616 -1.326 -0.81 1.92 0.31
O -3.800 -2.821 -0.902 -0.54 1.67 -3.11
H -2.622 -0.175 -2.495 -0.91 3.08 -0.25
H -1.199 -0.920 -2.675 -2.49 0.24 0.20
O -2.184 -0.980 -2.434 3.57 -3.71 -0.47
H 4.277 0.835 -2.801 -0.11 -3.80 -1.85
H 3.777 2.032 -2.532 -7.09 5.48 -1.54
O 4.474 1.585 -2.343 7.13 -1.67 3.38
H 1.263 3.505 0.989 -0.97 0.18 0.58
H 0.734 3.019 -0.203 -0.50 -0.64 -1.16
O 0.385 3.499 0.540 1.26 0.26 0.60
H 0.751 0.124 3.466 -0.79 -2.21 0.87
H 2.214 0.733 3.597 1.68 -1.22 1.22
O 1.334 0.822 3.343 -0.79 3.35 -1.65
H -2.605 -2.363 0.248 1.86 0.51 -1.04
H -1.594 -1.654 -0.741 -0.50 0.51 -1.61
O -1.653 -2.043 0.106 -0.57 -1.00 3.26
H -1.515 0.110 3.911 -1.24 -4.36 -4.69
H -1.244 1.516 4.116 0.12 0.47 -0.05
O -1.379 0.680 4.556 0.99 3.82 4.66
```
Positions in Å, forces in eV/Å.


# 3
An isolated molecule of C4H7N3 in a non-equilibrium geometry, computed with the ωB97M-V functional and the def2-TZVPD basis.

```
14
Properties=species:S:1:pos:R:3:forces:R:3
N -1.924 -1.388 -0.823 0.45 -0.74 -0.20
C -0.764 -0.860 -0.192 0.72 -0.17 -0.34
C 0.201 -1.346 0.676 -0.94 0.01 0.62
N 1.111 -0.315 0.963 -0.29 0.15 -0.09
C 0.788 0.758 0.183 -0.16 -0.06 -0.10
N 1.295 2.049 0.374 0.24 -0.01 -0.16
C -0.262 0.402 -0.613 -0.03 0.25 -0.19
H -2.796 -1.521 -0.324 0.61 0.15 0.29
H -2.102 -0.927 -1.706 -0.02 -0.04 0.24
H 0.324 -2.269 1.210 -0.29 -0.17 0.02
H 1.597 -0.238 1.849 -0.18 -0.07 -0.39
H 2.279 2.161 0.173 0.05 -0.02 -0.04
H 0.744 2.688 -0.188 0.26 0.02 0.18
H -0.491 0.808 -1.582 -0.43 0.70 0.16
```
Positions in Å, forces in eV/Å.


Quick rundown of relative energy (zero: lowest compared OMol25 entry of this formula, charge and spin), same order as above: 116.4 843.4 63.6 kJ/mol
Quick rundown of Kohn-Sham gap, same order as above: 10.1 8.6 8.3 eV
Quick rundown of E, same order as above: -7289.413 -32844.863 -8731.020 eV